Record 1
# C59H48ClN2NiP3Si

C59H48ClN2NiP3Si as an isolated structure in a non-equilibrium geometry (wB97M-V/def2-TZVPD, the OMol25 dataset).

HOMO level (spin up / spin down): -7.10 / -7.11 eV
E_LUMO (spin up / spin down): 0.01445 / 0.01443 hartree
energy relative to the best compared isomer or geometry (same formula, charge and spin): 5.0 kcal per mole

Last column: Mulliken charge in e.
Element x y z (Å)
Ni: -0.78157 -0.58748 1.01881  0.30
C: 2.13650 -5.14415 -4.30792  -0.73
C: 1.07065 -4.78230 -3.49239  -0.60
C: 0.95486 -3.48048 -3.03786  -0.31
C: 1.89084 -2.51101 -3.40335  0.41
C: 2.95363 -2.88107 -4.22097  -0.73
C: 3.07683 -4.19204 -4.66791  -0.63
P: 1.68225 -0.84516 -2.67137  1.47
C: 2.88447 0.16301 -3.61120  0.30
C: 4.17005 0.24239 -3.07522  -0.63
C: 5.14013 1.03638 -3.66623  -0.77
C: 4.82967 1.78293 -4.79531  -0.58
C: 3.55133 1.71972 -5.33118  -0.63
C: 2.58587 0.91135 -4.74526  -0.37
C: 0.05750 -0.36681 -3.36229  -0.34
C: -0.32106 -0.72433 -4.65571  -0.15
C: -1.54991 -0.34047 -5.16687  -0.91
C: -2.40989 0.40842 -4.37666  -1.01
C: -2.03835 0.76353 -3.08884  -0.14
C: -0.80310 0.38504 -2.54605  0.01
Si: -0.45735 0.81717 -0.72263  1.80
C: -1.52978 2.35923 -0.44067  -0.29
C: -1.39233 3.53954 -1.18274  -0.23
C: -2.22287 4.62058 -0.95696  -0.94
C: -3.22437 4.54208 0.01144  -0.85
C: -3.37281 3.38804 0.75525  -0.26
C: -2.51709 2.30687 0.53201  -0.27
P: -2.60753 0.69904 1.38292  1.81
C: -4.12946 0.00976 0.63420  0.98
C: -5.40736 0.41613 1.01941  -0.41
C: -6.52447 -0.03493 0.33569  -0.83
C: -6.37853 -0.89173 -0.74948  -0.66
C: -5.11204 -1.29041 -1.14555  -1.25
C: -3.99332 -0.84149 -0.45607  -0.12
C: -3.09111 1.15721 3.07722  1.03
C: -2.60451 2.33533 3.63744  -1.02
C: -2.95581 2.69711 4.92999  -0.74
C: -3.78551 1.87805 5.67909  -0.71
C: -4.25753 0.69038 5.13485  -0.89
C: -3.91000 0.32938 3.84371  -0.62
C: 1.28036 1.55814 -0.54914  -0.11
C: 1.89042 2.29525 -1.56839  -0.12
C: 3.08261 2.96538 -1.35578  -0.79
C: 3.67901 2.93608 -0.09922  -1.30
C: 3.08683 2.21815 0.92588  -0.08
C: 1.90236 1.51121 0.70387  -0.56
P: 1.07449 0.46654 1.95312  1.35
C: 2.38077 -0.68344 2.55292  1.11
C: 1.95799 -1.70827 3.40327  -0.37
C: 2.85075 -2.67053 3.84812  -0.92
C: 4.17434 -2.64271 3.43280  -0.70
C: 4.59570 -1.64878 2.56298  -0.81
C: 3.70612 -0.67603 2.12531  -0.33
C: 0.82394 1.55659 3.40331  0.74
C: 0.37458 0.98573 4.59571  -0.29
C: 0.17760 1.77108 5.71878  -0.85
C: 0.39583 3.14113 5.66295  -0.73
C: 0.79022 3.72381 4.46892  -0.80
C: 1.00416 2.93603 3.34416  -0.60
H: 2.23144 -6.16347 -4.65990  0.38
H: 0.33155 -5.51923 -3.20316  0.48
H: 0.12484 -3.21064 -2.39209  0.42
H: 3.68864 -2.14417 -4.52038  0.36
H: 3.90853 -4.46403 -5.30578  0.42
H: 4.40677 -0.31235 -2.17258  0.40
H: 6.13251 1.08629 -3.23613  0.43
H: 5.58059 2.41501 -5.25210  0.36
H: 3.30231 2.30182 -6.20978  0.41
H: 1.59000 0.87660 -5.16934  0.36
H: 0.35431 -1.31526 -5.26375  0.54
H: -1.83534 -0.62664 -6.17138  0.42
H: -3.37807 0.70954 -4.75752  0.46
H: -2.73968 1.32815 -2.48788  0.49
H: -0.62315 3.61321 -1.94403  0.39
H: -2.09804 5.52953 -1.53261  0.44
H: -3.88284 5.38457 0.18158  0.41
H: -4.14599 3.32925 1.51222  0.43
H: -5.53458 1.08705 1.86013  0.42
H: -7.51063 0.28439 0.64812  0.45
H: -7.25163 -1.24461 -1.28365  0.41
H: -4.98621 -1.95388 -1.99198  0.51
H: -3.00452 -1.15167 -0.77297  -0.03
H: -1.94672 2.98124 3.06853  0.47
H: -2.56863 3.61639 5.34986  0.46
H: -4.06072 2.15980 6.68781  0.41
H: -4.89622 0.03956 5.71820  0.44
H: -4.26819 -0.60396 3.43189  0.52
H: 1.42921 2.33629 -2.54948  0.58
H: 3.54745 3.51386 -2.16613  0.46
H: 4.60334 3.47138 0.07830  0.42
H: 3.54963 2.20431 1.90616  0.70
H: 0.91260 -1.78654 3.67551  -0.05
H: 2.50188 -3.45845 4.50367  0.44
H: 4.86987 -3.39910 3.77380  0.38
H: 5.62187 -1.62723 2.21712  0.45
H: 4.05297 0.06982 1.42390  0.38
H: 0.15017 -0.07180 4.64188  0.28
H: -0.16923 1.31157 6.63570  0.47
H: 0.24143 3.75368 6.54254  0.42
H: 0.94006 4.79451 4.40645  0.41
H: 1.30357 3.40819 2.41812  0.33
Cl: -1.54430 -1.71856 2.95938  -0.35
N: -2.11579 -3.43234 0.29288  -0.15
C: -0.75169 -3.54401 0.23843  0.53
C: -0.15130 -4.79346 0.01318  -1.05
C: 1.21293 -4.87519 -0.11006  -0.80
C: 1.97305 -3.71390 -0.01428  -0.99
C: 1.30873 -2.53189 0.21119  -0.94
N: -0.02250 -2.42202 0.35864  1.18
H: -2.60050 -4.30432 0.43264  0.28
H: -2.43183 -2.70596 0.92710  -0.09
H: -0.77888 -5.67205 -0.05958  0.43
H: 1.68540 -5.83346 -0.28632  0.44
H: 3.04875 -3.71742 -0.11651  0.57
H: 1.85774 -1.60864 0.26956  0.30

***

Record 2
# C18H21N5O3S

One molecule with the formula C18H21N5O3S in a non-equilibrium geometry (wB97M-V/def2-TZVPD, the OMol25 dataset).

HOMO level: -8.47 eV
E_LUMO: 0.00623 hartree
energy relative to the best compared isomer or geometry (same formula, charge and spin): 34.9 kcal per mole

Last column: Mulliken charge in e.
Element x y z (Å)
C: 0.67106 -0.15243 4.74052  -0.95
C: 0.43344 1.32254 5.02337  -0.35
O: -0.89371 1.68016 4.62801  -0.32
C: -1.01996 2.60405 3.66930  0.87
O: -0.10729 3.23201 3.18355  -0.67
N: -2.33572 2.81935 3.34283  -0.01
C: -3.31224 1.77167 3.55505  -0.67
C: -3.14879 0.69810 2.44742  -0.83
N: -2.35752 1.25792 1.36759  0.06
C: -1.08839 0.79935 1.20328  0.78
O: -0.70073 -0.21911 1.73976  -0.71
C: -0.17037 1.58572 0.28822  -0.85
S: -0.76457 1.60278 -1.43381  -0.31
C: 0.09565 0.24131 -2.11876  0.44
C: -0.22870 -0.19206 -3.41408  -0.57
C: 0.47333 -1.26487 -3.90142  -0.59
C: 1.45436 -1.83884 -3.06818  0.49
C: 2.25428 -2.99944 -3.46115  0.81
C: 3.48026 -3.24855 -2.84043  -0.29
C: 4.21696 -4.35241 -3.22533  -0.50
C: 3.70628 -5.17102 -4.22352  -0.20
N: 2.53826 -4.95833 -4.80526  -0.62
C: 1.83157 -3.90952 -4.43157  -0.48
N: 1.71223 -1.33295 -1.86821  -0.59
N: 1.05410 -0.32269 -1.40472  -0.19
C: -2.83161 2.56232 0.96694  -0.42
C: -2.58340 3.56388 2.12529  -0.96
H: 1.69733 -0.40904 4.98630  0.40
H: -0.00105 -0.76378 5.33750  0.27
H: 0.49143 -0.36503 3.68898  0.20
H: 0.51348 1.53921 6.09339  0.27
H: 1.14106 1.94881 4.47169  0.35
H: -3.16734 1.33841 4.54249  0.38
H: -4.30094 2.23494 3.51055  0.34
H: -4.12229 0.38347 2.06053  0.39
H: -2.61074 -0.17366 2.82234  0.41
H: -0.06588 2.61816 0.62008  0.50
H: 0.79958 1.08739 0.26999  0.49
H: -0.99152 0.31473 -3.98452  0.41
H: 0.29573 -1.64247 -4.89633  0.32
H: 3.82561 -2.57255 -2.07351  0.45
H: 5.16825 -4.57299 -2.76654  0.38
H: 4.24928 -6.03919 -4.57309  0.37
H: 0.87243 -3.80672 -4.92259  0.32
H: -3.90345 2.46660 0.76894  0.44
H: -2.34975 2.89164 0.04911  0.16
H: -1.70522 4.18279 1.93829  0.45
H: -3.45149 4.21063 2.27464  0.31

***

Record 3
# C5H9NS2

One molecule with the formula C5H9NS2 in a non-equilibrium geometry (wB97M-V/def2-TZVPD, the OMol25 dataset).

HOMO level: -8.53 eV
E_LUMO: 0.02902 hartree
energy relative to the best compared isomer or geometry (same formula, charge and spin): 83.0 kcal per mole

Last column: Mulliken charge in e.
Element x y z (Å)
C: 2.56704 -0.24361 1.50664  -0.81
S: 2.10788 1.01959 0.26761  -0.02
C: 0.32577 0.72094 0.32410  -0.32
S: -0.54931 1.95826 -0.87902  -0.12
C: -1.83379 0.66099 -1.53945  -0.66
C: -1.71786 -0.22984 -0.37712  -0.21
N: -1.24914 -1.49961 0.05067  -0.59
C: -0.24295 -0.50530 -0.27183  -0.19
H: 3.67263 -0.39284 1.50293  0.33
H: 2.12919 -1.18851 1.17235  0.26
H: 2.18446 0.03503 2.52308  0.25
H: 0.02308 0.93667 1.34527  0.42
H: -2.78116 1.17873 -1.67283  0.35
H: -1.51265 0.27151 -2.50187  0.31
H: -2.11069 0.23885 0.47640  0.35
H: -1.18493 -2.21393 -0.70538  0.32
H: 0.17242 -0.74694 -1.22155  0.34

***

Record 4
# C48H38O2P2PdS2

C48H38O2P2PdS2 as an isolated structure in a non-equilibrium geometry (wB97M-V/def2-TZVPD, the OMol25 dataset).

HOMO level: -13.09 eV
E_LUMO: -0.23608 hartree
total charge: +2
energy relative to the best compared isomer or geometry (same formula, charge and spin): 0.0 kcal per mole

Last column: Mulliken charge in e.
Element x y z (Å)
Pd: -0.10762 -0.19039 0.27469  -0.04
O: -0.63449 2.86967 1.15322  -0.78
S: -0.16433 2.04523 0.05352  2.04
C: -1.22639 2.29857 -1.36610  0.87
C: -1.17813 3.44118 -2.14912  -0.62
C: -2.13436 3.60867 -3.14042  -0.93
C: -3.12564 2.65603 -3.33543  -0.83
C: -3.17514 1.52156 -2.53829  -0.35
C: -2.21961 1.34185 -1.54344  -0.80
P: -2.23116 -0.04253 -0.38817  1.11
C: -2.88851 -1.46050 -1.25595  0.53
C: -3.75576 -2.33538 -0.60149  -0.24
C: -4.22997 -3.45472 -1.26913  -0.67
C: -3.84911 -3.69357 -2.58252  -0.58
C: -2.98356 -2.82229 -3.23539  -0.97
C: -2.49441 -1.71131 -2.57253  -0.35
C: -3.28939 0.36776 1.00240  0.78
C: -4.38042 1.21965 0.83595  -0.63
C: -5.19123 1.51604 1.91978  -0.71
C: -4.91791 0.96288 3.16368  -0.68
C: -3.83113 0.11454 3.33010  -0.70
C: -3.01208 -0.18055 2.25314  -0.23
C: 1.43341 2.66275 -0.48517  -0.02
C: 1.53676 4.04859 -0.46443  -1.00
C: 2.72286 4.64176 -0.87465  -1.02
C: 3.79200 3.84971 -1.26239  -0.81
C: 3.70352 2.46435 -1.19174  -0.71
C: 2.52861 1.84746 -0.78679  0.24
P: 2.39558 0.06405 -0.44695  1.62
C: 4.01983 -0.67986 -0.68691  0.26
C: 5.01994 -0.65479 0.28257  0.00
C: 6.24366 -1.25088 0.02406  -0.76
C: 6.47302 -1.86895 -1.19902  -0.57
C: 5.47844 -1.90021 -2.16722  -0.75
C: 4.24868 -1.31416 -1.90958  -0.48
C: 2.20671 0.17795 1.40384  -0.50
C: 2.41559 1.35914 2.13864  -0.79
C: 2.19823 1.40015 3.50233  -0.65
C: 1.78376 0.26118 4.18611  -1.04
C: 1.61633 -0.92268 3.49324  -0.79
C: 1.82215 -0.96778 2.11609  0.57
H: -0.40418 4.18237 -2.01682  0.56
H: -2.09883 4.48757 -3.76964  0.46
H: -3.86291 2.79684 -4.11420  0.48
H: -3.94876 0.78029 -2.69270  0.60
H: -4.06240 -2.14486 0.41959  0.44
H: -4.90631 -4.13286 -0.76638  0.51
H: -4.23560 -4.55815 -3.10635  0.46
H: -2.69206 -3.01124 -4.25990  0.47
H: -1.80568 -1.04410 -3.07831  0.54
H: -4.59885 1.66162 -0.12819  0.40
H: -6.03466 2.18106 1.79431  0.45
H: -5.55027 1.20014 4.00858  0.43
H: -3.61605 -0.30949 4.30160  0.47
H: -2.15714 -0.83406 2.39252  0.31
H: 0.71154 4.65425 -0.11246  0.75
H: 2.80790 5.71971 -0.87934  0.47
H: 4.71735 4.30940 -1.58260  0.45
H: 4.56939 1.85476 -1.41875  0.51
H: 4.84471 -0.17335 1.23754  0.42
H: 7.02150 -1.23196 0.77557  0.45
H: 7.43151 -2.33036 -1.39677  0.44
H: 5.65780 -2.38380 -3.11799  0.46
H: 3.46415 -1.35189 -2.65676  0.44
H: 2.76927 2.25467 1.64713  0.42
H: 2.36520 2.32284 4.04179  0.49
H: 1.61772 0.29934 5.25429  0.45
H: 1.33945 -1.82841 4.01852  0.59
H: 1.73385 -1.91661 1.60876  0.76
O: 0.07774 -2.27939 0.20785  0.05
S: -0.68394 -3.54342 -0.20328  0.53
C: 0.60374 -4.66809 -0.67343  0.34
C: 0.30433 -5.54388 -1.70635  -0.26
C: 1.26632 -6.46169 -2.10617  -0.67
C: 2.50759 -6.47310 -1.48872  -0.57
C: 2.79846 -5.57357 -0.46774  -0.82
C: 1.84268 -4.66615 -0.04701  -0.37
C: -1.24577 -4.23500 1.33992  0.71
C: -2.03316 -5.37738 1.29202  -0.53
C: -2.51484 -5.90586 2.47813  -0.77
C: -2.22336 -5.28482 3.68734  -0.60
C: -1.44495 -4.13734 3.71592  -0.66
C: -0.94675 -3.60260 2.53490  0.20
H: -0.65943 -5.50733 -2.20058  0.47
H: 1.04961 -7.15642 -2.90595  0.43
H: 3.25802 -7.18504 -1.80518  0.42
H: 3.77186 -5.58556 0.00397  0.48
H: 2.05750 -3.96628 0.74892  0.29
H: -2.26510 -5.85460 0.34686  0.46
H: -3.11969 -6.80229 2.46090  0.44
H: -2.60613 -5.69964 4.60995  0.44
H: -1.21961 -3.65970 4.66039  0.48
H: -0.33069 -2.71278 2.53826  -0.16